Computed, not measured: C5H5NO2 in the gas phase at a distorted geometry, with wB97M-V/def2-TZVPD.

Energy = -398.60764 Ha

ORCA input file:
```
! wB97M-V def2-TZVPD RIJCOSX def2/J DEFGRID3
* xyz 0 1
O -0.0294 3.1446 -0.1360
C -0.0769 1.9516 -0.8554
C -0.4528 0.6194 -0.2038
C -0.0412 -0.4216 -1.1956
N 0.0553 -1.5600 -0.8005
C 0.1037 -1.3697 0.6765
O 0.5259 -2.5821 1.2908
C -0.2747 -0.1016 1.1111
H -0.0685 3.0067 0.8161
H -0.1574 2.3241 -1.7978
H 0.1857 -0.1090 -2.3178
H 0.2888 -3.1695 0.3327
H -0.1561 0.2980 2.1342
*
```

These are the Löwdin partial charges, in e, on atoms 1 to 6: number 1, O, carries 0.002; number 2, C, carries -0.012; number 3, C, carries -0.124; number 4, C, carries -0.253; number 5, N, carries 0.085; number 6, C, carries -0.313


Computed, not measured: C5H5NO2 in the gas phase at a distorted geometry, with wB97M-V/def2-TZVPD.

Energy = -398.68203 Ha

ORCA input file:
```
! wB97M-V def2-TZVPD RIJCOSX def2/J DEFGRID3
* xyz 0 1
H 1.7489 -0.9383 -1.9846
N 1.4767 -1.1170 -1.0075
C 0.5239 -0.3404 -0.6428
C -0.1286 0.6769 -1.6577
O 0.5820 1.3342 -2.3925
C -0.0184 -0.1690 0.7097
C -0.3644 -1.2501 1.4260
C -0.4337 1.1944 1.1369
O -1.3414 1.3954 1.9364
H -1.2269 0.5989 -1.7364
H -0.1358 -2.2544 1.0809
H -0.8803 -1.1454 2.3763
H 0.1982 2.0147 0.7553
*
```

These are the Löwdin partial charges, in e, on atoms 1 to 6: number 1, H, carries 0.070; number 2, N, carries 0.181; number 3, C, carries -0.310; number 4, C, carries -0.181; number 5, O, carries 0.064; number 6, C, carries -0.237


Computed, not measured: 2 unconnected molecules or ions with the total composition C5H5NO2 at a distorted geometry, with wB97M-V/def2-TZVPD.

Energy = -398.54284 Ha

ORCA input file:
```
! wB97M-V def2-TZVPD RIJCOSX def2/J DEFGRID3
* xyz 0 1
C -1.5395 -0.9684 -0.1955
C -0.3107 -0.5577 0.0089
C 2.0818 -0.6207 0.0988
C 1.7685 0.7700 -0.2084
C 0.3061 0.8682 -0.1662
H -1.8903 0.7595 0.2211
H -1.7674 -2.1691 -0.5534
H 0.9350 -2.3795 1.2075
H 2.8702 -1.2462 0.5014
H 2.3611 1.6155 -0.3924
N 0.8579 -1.3209 -0.0767
O -2.5245 0.0134 0.0899
O -0.2694 1.9512 0.2009
*
```

These are the Löwdin partial charges, in e, on atoms 1 to 6: number 1, C, carries -0.070; number 2, C, carries -0.294; number 3, C, carries -0.078; number 4, C, carries 0.019; number 5, C, carries -0.294; number 6, H, carries 0.073


Computed, not measured: C5H5NO2 in the gas phase at a distorted geometry, with wB97M-V/def2-TZVPD.

Energy = -398.64371 Ha

ORCA input file:
```
! wB97M-V def2-TZVPD RIJCOSX def2/J DEFGRID3
* xyz 0 1
C -2.4195 -0.9304 -0.0480
C -1.0319 -0.3485 0.0759
N 0.0956 -0.9340 -0.1515
C 1.3478 -0.4632 -0.1260
O 2.1972 -1.2495 0.1645
C 1.3512 1.0772 -0.1437
C 0.0807 1.6814 -0.0357
O -1.0670 1.0174 0.0963
H -2.3096 -1.9368 0.1220
H -2.8327 -0.0414 -0.8783
H -2.7746 -0.3827 0.9029
H 2.2674 1.8712 0.1403
H -0.0313 2.7855 0.3525
*
```

These are the Löwdin partial charges, in e, on atoms 1 to 6: number 1, C, carries 0.030; number 2, C, carries -0.366; number 3, N, carries 0.182; number 4, C, carries -0.529; number 5, O, carries 0.093; number 6, C, carries 0.045


Computed, not measured: C5H5NO2 in the gas phase at a distorted geometry, with wB97M-V/def2-TZVPD.

Energy = -398.59136 Ha

ORCA input file:
```
! wB97M-V def2-TZVPD RIJCOSX def2/J DEFGRID3
* xyz 0 1
O -1.4538 2.0058 0.5961
C -1.0798 0.9326 0.2965
C -1.1048 -0.0885 -0.7859
C 0.1209 -0.8758 -0.1821
C 1.4556 -0.1123 -0.6094
N 2.0742 0.5250 0.3630
O 1.3326 0.2073 1.6517
C -0.0305 0.0241 1.0931
H -2.0166 -0.6606 -0.9551
H -1.1230 0.2526 -1.8076
H 0.4590 -1.9045 -0.2374
H 1.8618 -0.1825 -1.5392
H -0.4957 -0.1233 2.1162
*
```

These are the Löwdin partial charges, in e, on atoms 1 to 6: number 1, O, carries 0.161; number 2, C, carries -0.338; number 3, C, carries -0.066; number 4, C, carries -0.120; number 5, C, carries -0.067; number 6, N, carries 0.110


Computed, not measured: C5H5NO2 in the gas phase at a distorted geometry, with wB97M-V/def2-TZVPD.

Energy = -398.61886 Ha

ORCA input file:
```
! wB97M-V def2-TZVPD RIJCOSX def2/J DEFGRID3
* xyz 0 1
O -2.4800 -0.6293 -0.0163
C -1.1970 -0.2235 -0.1421
C -0.1262 -1.1641 -0.0760
C 1.0283 -0.4119 -0.0847
O 2.3857 -0.7452 -0.0447
N 0.7765 0.9049 -0.4041
C -0.6405 1.0045 -0.4502
C 0.0905 1.9193 0.2801
H -2.2642 -1.5129 -0.0543
H -0.2324 -2.2083 0.1549
H 2.4414 -1.6459 -0.4032
H 0.2175 2.9017 -0.1207
H 0.0004 1.8106 1.3614
*
```

These are the Löwdin partial charges, in e, on atoms 1 to 6: number 1, O, carries 0.108; number 2, C, carries -0.279; number 3, C, carries 0.045; number 4, C, carries -0.297; number 5, O, carries 0.059; number 6, N, carries 0.057


Computed, not measured: C5H5NO2S in the gas phase at a distorted geometry, with wB97M-V/def2-TZVPD.

Energy = -796.87294 Ha

ORCA input file:
```
! wB97M-V def2-TZVPD RIJCOSX def2/J DEFGRID3
* xyz 0 1
N 3.3394 1.0180 -0.0389
O 1.8520 0.7698 -0.1275
C 1.1498 -0.4935 0.0129
O 1.7690 -1.5340 -0.0652
C -0.2951 -0.1857 0.0941
C -1.3257 -1.1053 0.1107
C -2.6008 -0.4346 0.0285
C -2.5071 0.9196 -0.1536
S -0.8650 1.4431 0.0613
H 3.6244 0.6600 0.8923
H 3.6478 0.2802 -0.7135
H -1.1242 -2.2041 0.1666
H -3.4963 -0.8826 0.0256
H -3.1682 1.7491 -0.2932
*
```

These are the Löwdin partial charges, in e, on atoms 1 to 6: number 1, N, carries 0.091; number 2, O, carries -0.207; number 3, C, carries -0.429; number 4, O, carries 0.099; number 5, C, carries -0.464; number 6, C, carries -0.070


Computed, not measured: C5H5NO2S in the gas phase at a distorted geometry, with wB97M-V/def2-TZVPD.

Energy = -796.81069 Ha

ORCA input file:
```
! wB97M-V def2-TZVPD RIJCOSX def2/J DEFGRID3
* xyz 0 1
C 2.2992 -1.6303 -0.7927
C 1.4571 -1.4311 0.0526
C -1.6014 2.0646 -1.4408
C -0.2477 0.8809 0.2904
C -0.8271 -0.4337 0.5785
N -0.6831 1.4635 -0.9463
O -2.3200 2.6839 -2.1405
O 1.1060 -1.0849 2.5790
S 0.4230 -1.6754 1.3853
H 2.9063 -1.6527 -1.6200
H -0.5185 1.6646 1.0413
H 0.7969 0.6408 0.0860
H -1.7594 -0.4266 1.1937
H -1.0314 -1.0637 -0.2663
*
```

These are the Löwdin partial charges, in e, on atoms 1 to 6: number 1, C, carries 0.136; number 2, C, carries -0.374; number 3, C, carries -0.309; number 4, C, carries -0.263; number 5, C, carries -0.295; number 6, N, carries 0.119


Computed, not measured: a molecular structure, C5H5NO3S at a distorted geometry, with wB97M-V/def2-TZVPD.

Energy = -871.97867 Ha

ORCA input file:
```
! wB97M-V def2-TZVPD RIJCOSX def2/J DEFGRID3
* xyz 0 1
C 2.2857 0.4577 2.1371
C 1.7740 -0.4259 1.2284
C 0.7759 -0.3605 0.3542
C -1.4187 1.0796 -1.2494
C -1.3165 0.5356 0.1840
N 2.9500 1.2559 2.6679
O 0.3937 -1.2995 -0.5349
O 0.9589 -3.5449 -1.1666
O -0.0342 0.6543 0.7558
S 1.5879 -2.3764 -0.6152
H -0.8341 0.3888 -1.8973
H -2.4530 0.8952 -1.5888
H -1.4108 2.1884 -1.3933
H -1.4399 -0.5871 0.1624
H -1.8189 1.1389 0.9555
*
```

These are the Löwdin partial charges, in e, on atoms 1 to 6: number 1, C, carries -0.233; number 2, C, carries 0.023; number 3, C, carries -0.488; number 4, C, carries -0.057; number 5, C, carries -0.220; number 6, N, carries 0.165


Computed, not measured: C5H5NO3S in the gas phase at a distorted geometry, with wB97M-V/def2-TZVPD.

Energy = -872.11948 Ha

ORCA input file:
```
! wB97M-V def2-TZVPD RIJCOSX def2/J DEFGRID3
* xyz 0 1
C -2.3661 -1.0162 -0.3341
C -1.0621 -0.3693 0.4513
S 0.5612 -1.2391 0.0357
C 1.3272 0.1945 -0.1143
C 2.9254 -0.0208 -0.1227
O 3.4145 -1.0718 0.0587
O 3.4409 1.2609 0.0138
N 0.5929 1.2556 -0.1856
C -0.7767 1.0690 0.0980
O -1.4652 2.0258 0.0500
H -2.3587 -2.0840 0.0670
H -1.9823 -0.8654 -1.2699
H -3.4737 -0.6198 -0.2730
H -1.2467 -0.2917 1.6855
H 2.4693 1.7724 -0.1605
*
```

These are the Löwdin partial charges, in e, on atoms 1 to 6: number 1, C, carries -0.064; number 2, C, carries -0.416; number 3, S, carries 1.090; number 4, C, carries -0.573; number 5, C, carries -0.494; number 6, O, carries 0.136


Computed, not measured: 2 unconnected molecules or ions with the total composition C5H5NO4 at a distorted geometry, with wB97M-V/def2-TZVPD.

Energy = -549.09959 Ha

ORCA input file:
```
! wB97M-V def2-TZVPD RIJCOSX def2/J DEFGRID3
* xyz 0 1
O -1.8080 -2.1493 -0.6452
C -0.7892 -1.9332 -0.0137
C -0.0179 -0.6948 -0.0270
C -0.2663 0.4668 -0.6728
C 0.8038 1.3743 -0.2444
C 1.4969 0.6715 0.6464
O 0.9611 -0.5954 0.8254
H -0.2459 -2.7418 0.3839
H -0.9427 0.5539 -1.5547
H 1.0495 2.3016 -0.4779
H 2.2977 0.9623 1.4283
O -4.6559 1.3527 0.8037
N -3.7489 0.6060 0.6972
O -3.7506 0.0352 -0.5802
H -2.9411 -0.5350 -0.7023
*
```

These are the Löwdin partial charges, in e, on atoms 1 to 6: number 1, O, carries 0.050; number 2, C, carries -0.146; number 3, C, carries -0.316; number 4, C, carries 0.034; number 5, C, carries -0.021; number 6, C, carries -0.075


Computed, not measured: a gas-phase ion, C5H5O4P (charge -2) at a distorted geometry, with wB97M-V/def2-TZVPD.

Energy = -835.86415 Ha

ORCA input file:
```
! wB97M-V def2-TZVPD RIJCOSX def2/J DEFGRID3
* xyz -2 1
C 0.9327 1.7562 -0.2542
C 0.7233 0.3305 -0.0228
O 1.9008 -0.3904 0.0347
C 1.5180 -1.6962 0.1969
C 0.1761 -1.7754 0.0989
C -0.3751 -0.4345 0.0063
P -2.1606 0.1317 0.0642
O -2.8686 -1.1590 -0.3188
O -2.2769 0.4905 1.5792
O -2.1810 1.3016 -0.9260
H 0.1254 2.1814 0.1987
H 1.9170 2.0400 0.2282
H 0.8925 2.1428 -1.2845
H 2.3010 -2.3430 0.4845
H -0.6246 -2.5763 -0.0854
*
```

These are the Löwdin partial charges, in e, on atoms 1 to 6: number 1, C, carries -0.050; number 2, C, carries -0.365; number 3, O, carries -0.047; number 4, C, carries -0.194; number 5, C, carries -0.080; number 6, C, carries -0.190


Computed, not measured: a molecular structure, C5H5O4Tb at a distorted geometry, with wB97M-V/def2-TZVPD.

Energy = -1318.80017 Ha
<S²> = 15.85

ORCA input file:
```
! wB97M-V def2-TZVPD RIJCOSX def2/J DEFGRID3
* xyz -1 8
O -0.2008 2.0590 -0.1622
C -0.8795 1.0739 -0.8653
C -0.7075 -0.3398 -0.3037
O 0.3693 -0.9637 -0.5369
C 2.5693 -0.1421 0.1373
O 2.3790 -0.0224 1.4012
O 3.3735 -1.1784 -0.2084
Tb 1.8439 2.1701 0.6628
H -0.5525 1.0192 -1.9246
H -1.9670 1.2942 -0.8825
H 3.1695 -1.9235 0.3866
C -1.7549 -0.9719 0.4954
C -3.0462 -0.5573 0.7026
H -1.3904 -1.9109 0.9482
H -3.2058 0.3936 0.1494
*
```

These are the Löwdin partial charges, in e, on atoms 1 to 6: number 1, O, carries -0.532; number 2, C, carries -0.339; number 3, C, carries -0.414; number 4, O, carries -0.077; number 5, C, carries -0.559; number 6, O, carries -0.310


Computed, not measured: a gas-phase ion, C5H5OS (charge +1) at a distorted geometry, with wB97M-V/def2-TZVPD.

Energy = -666.56367 Ha

ORCA input file:
```
! wB97M-V def2-TZVPD RIJCOSX def2/J DEFGRID3
* xyz 1 1
C 0.8270 0.5675 0.9219
C -0.0421 1.2373 0.1194
C 1.1909 -0.7309 0.5572
C -0.9537 0.4682 -0.6637
C -0.5795 -0.9807 -0.9156
O 0.6051 -1.4104 -0.3334
S -1.9879 -0.7104 0.2196
H 1.3614 1.1110 1.6477
H -0.1540 2.3414 0.4656
H 2.0962 -1.2388 1.1981
H -1.4683 1.1771 -1.4254
H -0.8952 -1.8313 -1.7915
*
```

These are the Löwdin partial charges, in e, on atoms 1 to 6: number 1, C, carries -0.030; number 2, C, carries 0.000; number 3, C, carries -0.030; number 4, C, carries -0.507; number 5, C, carries -0.435; number 6, O, carries 0.043


Computed, not measured: C5H5PS in the gas phase at a distorted geometry, with wB97M-V/def2-TZVPD.

Energy = -932.90833 Ha

ORCA input file:
```
! wB97M-V def2-TZVPD RIJCOSX def2/J DEFGRID3
* xyz 0 1
H 0.1768 3.1557 0.5315
P 0.6467 1.9399 0.0332
C -0.8790 1.1724 -0.2367
C -1.3296 -0.1534 -0.3055
C -0.6382 -1.2845 -0.0240
C 0.8097 -1.3379 0.1053
C 1.8831 -0.6305 -0.1773
S 3.3315 -0.0418 -0.1411
H -1.5247 1.9869 -0.2670
H -2.3252 -0.4063 -0.3886
H -1.1033 -2.1574 0.1462
H 0.9521 -2.2431 0.7242
*
```

These are the Löwdin partial charges, in e, on atoms 1 to 6: number 1, H, carries -0.157; number 2, P, carries 0.855; number 3, C, carries -0.444; number 4, C, carries -0.192; number 5, C, carries -0.097; number 6, C, carries -0.196


Computed, not measured: C5H6 in the gas phase at a distorted geometry, with wB97M-V/def2-TZVPD.

Energy = -193.98680 Ha

ORCA input file:
```
! wB97M-V def2-TZVPD RIJCOSX def2/J DEFGRID3
* xyz 0 1
C 0.3466 -1.3845 1.2100
C -0.1199 -0.3621 0.4660
C 0.0522 1.0882 0.5604
C -0.1352 1.3338 -0.7382
C -0.3461 -0.0692 -1.2589
H 0.1497 -2.4301 0.8700
H 0.9298 -1.3136 2.1903
H -0.0754 1.8409 1.2878
H -0.1824 2.2099 -1.2917
H -1.2632 -0.4955 -1.7249
H 0.6439 -0.4177 -1.5707
*
```

These are the Löwdin partial charges, in e, on atoms 1 to 6: number 1, C, carries 0.011; number 2, C, carries -0.247; number 3, C, carries -0.085; number 4, C, carries -0.114; number 5, C, carries -0.049; number 6, H, carries 0.057


Computed, not measured: C5H6 in the gas phase at a distorted geometry, with wB97M-V/def2-TZVPD.

Energy = -194.01791 Ha

ORCA input file:
```
! wB97M-V def2-TZVPD RIJCOSX def2/J DEFGRID3
* xyz 0 1
C -2.4932 -0.0422 -0.0393
C -1.3159 0.0946 -0.0766
C 0.1296 0.1680 -0.0844
C 0.6899 1.3994 -0.0200
C 0.9774 -1.0396 -0.0214
H -3.4925 -0.2897 0.2494
H 0.0136 2.2957 -0.0842
H 1.7841 1.5247 0.1677
H 2.0069 -0.7075 -0.2174
H 0.6658 -1.7749 -0.8049
H 1.0343 -1.6284 0.9312
*
```

These are the Löwdin partial charges, in e, on atoms 1 to 6: number 1, C, carries 0.113; number 2, C, carries -0.126; number 3, C, carries -0.406; number 4, C, carries 0.049; number 5, C, carries -0.087; number 6, H, carries 0.031